# 1
The following is a DFT calculation (the ωB97M-V functional and the def2-TZVPD basis) of 4 unconnected molecules or ions with the total composition C21H44ClN3O3.

Summary:
Multiplicity: 1
Charge: +2
Kohn-Sham gap: 5.2 eV

Positions of all 72 atoms, in Å:
Cl 11.9098 8.0480 10.4745
C 13.4725 6.5076 7.2299
C 12.2154 6.6221 6.4783
O 12.1532 6.6653 5.2905
N 10.9713 6.8884 7.3172
H 10.3891 6.0637 7.2872
H 11.1892 7.0480 8.2904
C 10.1387 8.0263 6.7292
H 13.5043 7.1425 8.1153
H 14.3182 6.7373 6.5817
H 13.6578 5.4936 7.5843
H 10.8897 8.8151 6.6873
H 9.2348 8.2696 7.2878
H 9.7826 7.7974 5.7248
C 12.9935 11.1267 15.3299
C 12.8594 10.9162 13.8071
C 13.2140 12.2470 13.1943
C 14.7337 12.5107 13.1206
C 15.3044 11.4580 12.1617
C 15.0973 9.9803 12.6266
N 13.7019 9.7879 13.1980
O 13.4234 8.4530 13.5574
C 16.1418 9.6249 13.6639
C 15.2738 9.1075 11.3736
C 11.3743 10.6086 13.3720
H 14.0379 11.3333 15.5634
H 12.5119 10.3126 15.8716
H 12.4869 12.0767 15.5000
H 12.6490 13.0877 13.5970
H 12.7926 12.2570 12.1891
H 15.1925 12.5285 14.1092
H 14.9730 13.4951 12.7185
H 16.3679 11.6625 12.0384
H 14.8362 11.6221 11.1912
H 15.7628 9.6660 14.6850
H 17.0097 10.2833 13.6247
H 16.6905 8.6906 13.5457
H 14.5325 9.2051 10.5804
H 15.2488 8.0352 11.5678
H 16.2449 9.3276 10.9301
H 10.6400 11.3514 13.6835
H 11.0745 9.8466 14.0914
H 11.2023 10.2063 12.3736
C 6.2196 7.6032 11.2668
C 7.7186 7.7425 11.0656
C 8.2501 9.0482 11.7841
C 8.3295 8.8767 13.3134
C 9.3901 7.8102 13.4728
C 8.9719 6.3994 12.9634
N 8.5148 6.5352 11.5552
O 8.2561 5.3364 10.8479
C 7.7475 5.8897 13.8098
C 10.1453 5.4539 13.0473
C 7.9809 7.9148 9.5427
H 5.9020 7.5130 12.3056
H 5.7817 6.7462 10.7551
H 5.6699 8.4766 10.9161
H 7.5110 9.8020 11.5126
H 9.1528 9.4649 11.3374
H 7.3850 8.6015 13.7828
H 8.6356 9.7791 13.8427
H 9.7418 7.7782 14.5040
H 10.3167 8.1338 12.9987
H 8.0548 5.7989 14.8516
H 7.3703 4.8971 13.5636
H 6.8632 6.5148 13.9335
H 9.9254 4.4984 12.5712
H 10.2436 5.1681 14.0946
H 11.0739 5.8910 12.6801
H 9.0656 7.9927 9.4685
H 7.6105 8.8323 9.0855
H 7.8436 7.0809 8.8542

---

# 2
The following is a DFT calculation (the ωB97M-V functional and the def2-TZVPD basis) of 6 unconnected molecules or ions with the total composition C32H39F15IN2O10.

Summary:
Multiplicity: 1
Charge: +1
Kohn-Sham gap: 9.2 eV

Positions of all 99 atoms, in Å:
C -1.0042 -0.5720 0.3860
C -1.2929 -0.3867 -1.1717
C -2.1554 -1.5218 -1.8793
I -0.9063 -2.6199 -3.3257
N -2.9156 -2.4121 -0.9818
C -2.4229 -3.6666 -0.5383
C -3.4679 -4.1461 0.3264
N -4.5392 -3.2272 0.3759
C -4.1605 -2.1900 -0.4507
C -5.0220 -0.9373 -0.7532
C -4.5042 0.4293 -0.6341
C -5.4236 1.5394 -0.9729
C -6.8130 1.2643 -1.3725
C -7.3154 -0.1219 -1.4838
C -6.4218 -1.2384 -1.1759
H 0.0783 -0.8305 0.5781
H -1.1313 0.4494 0.8614
H -1.7015 -1.2521 0.9373
H -1.7135 0.6420 -1.3776
H -0.2875 -0.3803 -1.6856
H -2.9181 -0.9943 -2.5260
H -1.4687 -4.1868 -0.7575
H -3.3988 -5.1338 0.8500
H -5.4090 -3.3115 0.8995
H -3.4700 0.6654 -0.3019
H -5.1033 2.6063 -0.8975
H -7.5320 2.0861 -1.6024
H -8.3603 -0.3719 -1.7960
H -6.7687 -2.3001 -1.2171
C 5.6891 0.7646 -3.1627
C 4.4013 1.0718 -3.8980
O 3.2801 1.0470 -2.9945
C 3.0678 2.1656 -2.2915
O 3.7352 3.1554 -2.3633
C 1.8222 2.0112 -1.4184
F 1.7708 0.8166 -0.7862
F 0.6822 2.1055 -2.1428
F 1.7386 2.9435 -0.4637
H 5.6076 -0.1826 -2.6253
H 6.5256 0.7044 -3.8594
H 5.9119 1.5331 -2.4211
H 4.2132 0.3034 -4.6488
H 4.4558 2.0273 -4.4232
C -7.2680 -6.8896 6.0268
C -6.9615 -5.4268 6.2730
O -6.4312 -4.8098 5.0835
C -7.3305 -4.4015 4.1841
O -8.5151 -4.5157 4.2983
C -6.6279 -3.7245 3.0065
F -5.5361 -4.4093 2.5837
F -6.2014 -2.4892 3.3210
F -7.4242 -3.5906 1.9325
H -6.3849 -7.4076 5.6466
H -7.5930 -7.3745 6.9477
H -8.0538 -7.0063 5.2780
H -6.1921 -5.3356 7.0400
H -7.8390 -4.8864 6.6321
C 10.1888 0.9678 1.8039
C 9.4536 2.2704 1.5633
O 9.6669 2.7322 0.2171
C 8.8826 2.1931 -0.7202
O 8.0373 1.3673 -0.5132
C 9.1859 2.8130 -2.0851
F 10.5052 2.9249 -2.3178
F 8.6718 4.0527 -2.1930
F 8.6780 2.0941 -3.0981
H 11.2482 1.0754 1.5619
H 10.0934 0.6592 2.8458
H 9.7958 0.1711 1.1691
H 9.8476 3.0414 2.2253
H 8.3875 2.1768 1.7782
C 8.5828 7.5736 5.4536
C 9.7236 7.5324 4.4576
O 10.7389 6.6084 4.8851
C 10.5240 5.3226 4.5910
O 9.5599 4.9059 4.0113
C 11.7026 4.4670 5.0578
F 12.1170 4.7979 6.2928
F 12.7645 4.6040 4.2422
F 11.4027 3.1599 5.0892
H 8.9563 7.7979 6.4548
H 7.8521 8.3323 5.1704
H 8.0758 6.6085 5.5106
H 10.1985 8.5123 4.4009
H 9.3728 7.2866 3.4535
C -6.8780 -3.0906 -4.9995
C -7.8966 -2.0560 -4.5656
O -8.6372 -1.5709 -5.6935
C -9.6725 -2.3301 -6.0856
O -9.9970 -3.3573 -5.5640
C -10.3993 -1.6714 -7.2592
F -9.5468 -1.1918 -8.1826
F -11.1537 -0.6337 -6.8505
F -11.2162 -2.5205 -7.8929
H -6.2318 -2.6870 -5.7818
H -6.2598 -3.4012 -4.1549
H -7.3671 -3.9739 -5.4138
H -7.3835 -1.1955 -4.1340
H -8.5681 -2.4492 -3.7982

---

# 3
The following is a DFT calculation (the ωB97M-V functional and the def2-TZVPD basis) of CH3IO2S2 in the gas phase.

Summary:
Multiplicity: 1
Charge: 0
Kohn-Sham gap: 8.4 eV
SMILES string: CO[S@](=O)(=S)I

Positions of all 9 atoms, in Å:
C -1.2630 -0.2813 -0.2300
O 0.7267 0.4347 1.5844
O -0.1100 0.3307 -0.6938
S 2.0853 1.9392 -0.5164
S 1.1991 0.4735 0.2277
I 2.3194 -1.6507 -0.0946
H -1.9942 -0.0789 -0.9544
H -1.7277 0.1571 0.7573
H -1.2355 -1.3244 -0.0803

---

# 4
The following is a DFT calculation (the ωB97M-V functional and the def2-TZVPD basis) of a molecular structure, C36H38Cl2GaN3O3P2S2.

Summary:
Multiplicity: 1
Charge: +2
Kohn-Sham gap: 7.7 eV

Positions of all 87 atoms, in Å:
Ga 0.1721 -2.3232 -0.7342
Cl 0.1230 -2.0171 7.6633
C -0.1622 -1.3164 6.1202
C -1.1994 -0.4211 5.9431
C -1.4010 0.1707 4.7038
Cl -2.7459 1.2494 4.5696
C -0.5793 -0.1306 3.6240
O -0.5597 0.5179 2.4065
C 0.4038 -1.0952 3.7907
C 1.2318 -1.7196 2.7178
O 0.7934 -2.2192 1.7150
C 0.6318 -1.6549 5.0394
H -1.8508 -0.1638 6.7673
H 2.3007 -1.8393 2.9712
H 1.4187 -2.3912 5.1608
N -0.4185 2.1518 0.4662
P -1.3569 1.7320 1.7381
C -1.3167 3.2153 2.7161
C -2.3771 4.1189 2.6955
C -2.2372 5.3350 3.3476
C -1.0583 5.6318 4.0194
C -0.0073 4.7218 4.0404
C -0.1261 3.5090 3.3815
C -2.9091 1.1242 1.1502
C -3.6299 1.9388 0.2722
C -4.8350 1.4872 -0.2412
C -5.3102 0.2309 0.1138
C -4.5800 -0.5860 0.9690
C -3.3779 -0.1431 1.4930
P 0.0443 1.1831 -0.9220
C -0.6924 2.1626 -2.2689
C -1.9441 1.7308 -2.7199
C -2.5772 2.3772 -3.7709
C -1.9579 3.4555 -4.3901
C -0.7137 3.8882 -3.9528
C -0.0787 3.2431 -2.9003
C 1.8180 1.5840 -1.0140
C 2.4007 2.7618 -0.5470
C 3.7627 2.9777 -0.6905
C 4.5621 2.0160 -1.2973
C 3.9981 0.8304 -1.7451
C 2.6335 0.6160 -1.6010
H -0.3222 3.1563 0.3671
H -3.3029 3.8774 2.1869
H -3.0513 6.0479 3.3342
H -0.9568 6.5809 4.5299
H 0.9067 4.9596 4.5687
H 0.6974 2.8042 3.3799
H -3.2471 2.9093 -0.0233
H -5.3983 2.1139 -0.9201
H -6.2549 -0.1177 -0.2836
H -4.9558 -1.5639 1.2375
H -2.8116 -0.7837 2.1568
H -2.4197 0.8810 -2.2402
H -3.5450 2.0337 -4.1149
H -2.4394 3.9499 -5.2239
H -0.2310 4.7261 -4.4391
H 0.9004 3.5812 -2.5829
H 1.8028 3.5277 -0.0645
H 4.2034 3.9002 -0.3331
H 5.6237 2.1919 -1.4167
H 4.6239 0.0720 -2.1984
H 2.1900 -0.3108 -1.9512
C 3.8870 -4.6574 -2.1893
N 2.5503 -4.3527 -1.6646
C 1.9826 -4.9101 -0.5753
S 0.2852 -5.0776 -0.4905
N 2.7538 -5.2822 0.4511
C 4.0781 -4.7642 0.7971
H 3.7904 -5.0193 -3.2109
H 4.3550 -5.4430 -1.6078
H 4.5297 -3.7793 -2.1882
H 1.8543 -4.1232 -2.3588
H 2.2374 -5.7390 1.1853
H 4.2635 -3.8298 0.2737
H 4.8747 -5.4695 0.5666
H 4.1001 -4.5691 1.8672
C -0.2099 -2.4162 -5.5091
S -1.0924 -3.1615 -4.1562
C -0.5785 -4.8504 -4.4069
O -0.3658 -2.6980 -2.8997
H -0.5345 -2.8809 -6.4412
H 0.8584 -2.5575 -5.3462
H -0.4576 -1.3559 -5.5198
H -1.1705 -5.2799 -5.2167
H -0.7791 -5.3794 -3.4766
H 0.4833 -4.8814 -4.6524

---

# 5
The following is a DFT calculation (the ωB97M-V functional and the def2-TZVPD basis) of a molecular structure, C54H38N5O10PPbS.

Summary:
Multiplicity: 1
Charge: -2
Kohn-Sham gap: 5.8 eV

Positions of all 110 atoms, in Å:
Pb 0.6551 -0.7029 0.8967
C 4.8667 0.9349 -2.7154
C 5.3651 1.2335 -1.4579
C 4.5166 1.2883 -0.3701
C 3.1609 1.0073 -0.5303
C 2.6642 0.6911 -1.7943
C 3.5141 0.6771 -2.8795
N 2.2977 1.0052 0.5530
N 2.3318 1.9954 1.3315
C 1.4312 2.0272 2.3628
C 1.5167 3.1403 3.2146
C 0.5877 3.3034 4.2147
C -0.4038 2.3411 4.3821
C -0.4517 1.2284 3.5605
C 0.4408 1.0271 2.5085
H 5.5375 0.8959 -3.5632
H 6.4223 1.4276 -1.3282
H 4.8931 1.5034 0.6193
H 1.6178 0.4676 -1.9177
H 3.1117 0.4431 -3.8525
H 2.3223 3.8457 3.0693
H 0.6255 4.1658 4.8694
H -1.1332 2.4603 5.1750
H -1.2164 0.4855 3.7423
C -5.1093 1.4079 -3.4306
C -5.4285 0.5672 -2.3795
C -4.7790 0.6927 -1.1646
C -3.7964 1.6563 -0.9940
C -3.5292 2.5381 -2.0341
C -4.1716 2.4108 -3.2495
P -2.7752 1.8362 0.5200
C -4.0054 2.9617 1.4095
C -3.4875 3.6661 2.4981
C -4.1755 4.7178 3.0712
C -5.3828 5.1285 2.5294
C -5.9053 4.4546 1.4411
C -5.2294 3.3774 0.8951
C -3.1146 0.2680 1.4004
C -3.5356 0.3184 2.7304
C -3.6159 -0.8075 3.5263
C -3.2312 -2.0422 3.0294
C -2.8132 -2.1264 1.7169
C -2.7826 -0.9990 0.9012
H -5.5833 1.2793 -4.3937
H -6.1716 -0.2084 -2.5065
H -5.0343 0.0271 -0.3513
H -2.7842 3.3086 -1.8798
H -3.9174 3.0765 -4.0639
H -2.5142 3.3874 2.8815
H -3.7684 5.2414 3.9273
H -5.9042 5.9839 2.9386
H -6.8440 4.7787 1.0086
H -5.6590 2.8662 0.0460
H -3.8137 1.2798 3.1367
H -3.9523 -0.7163 4.5505
H -3.2651 -2.9237 3.6548
H -2.5080 -3.0725 1.2915
O 4.6361 -2.1650 0.0932
C 3.7136 -2.4881 -0.6442
N 2.5291 -1.8951 -0.7390
S 1.5714 -2.5550 -1.8645
O 1.4911 -1.7697 -3.0702
O 0.3152 -2.9899 -1.3072
C 2.6639 -3.9308 -2.2708
C 2.5596 -4.9383 -3.1997
C 3.6787 -5.7268 -3.4340
C 4.8653 -5.4796 -2.7575
C 4.9572 -4.4543 -1.8262
C 3.8355 -3.6769 -1.5849
H 1.6311 -5.0941 -3.7286
H 3.6315 -6.5174 -4.1726
H 5.7263 -6.0989 -2.9729
H 5.8743 -4.2449 -1.2968
O -1.8681 0.1990 -2.6287
C -1.1683 0.9577 -1.9722
O -1.1299 1.0847 -0.7079
C -0.3224 1.9638 -2.7496
C -0.2327 1.8023 -4.1317
C 0.3511 2.7740 -4.9097
C 0.8612 3.9247 -4.3005
C 0.8227 4.0697 -2.9098
C 0.2294 3.0913 -2.1408
N 1.3804 4.9650 -5.1091
O 1.8009 5.9798 -4.5623
O 1.3738 4.8213 -6.3294
H -0.6640 0.9070 -4.5575
H 0.3987 2.6808 -5.9853
H 1.2390 4.9621 -2.4644
H 0.1602 3.1927 -1.0657
C 2.6670 -6.1012 2.1583
C 1.9139 -5.4244 1.1901
C 1.5471 -4.1213 1.3819
C 1.9196 -3.4095 2.5420
C 1.5906 -2.0363 2.7129
C 1.9128 -1.4634 3.9215
C 2.5710 -2.1688 4.9416
C 2.9501 -3.4669 4.7553
C 2.6415 -4.1209 3.5457
C 3.0139 -5.4631 3.3155
H 2.9603 -7.1283 1.9771
H 1.6335 -5.9346 0.2783
H 0.9623 -3.6191 0.6297
H 1.6498 -0.4330 4.1071
H 2.7862 -1.6649 5.8767
H 3.4820 -4.0097 5.5292
H 3.5884 -5.9844 4.0742
O -2.8118 -2.4452 -2.1660
N -3.2415 -2.0544 -1.1435
O -4.3053 -2.3214 -0.6524
O -2.4294 -1.2069 -0.4217

---

# 6
The following is a DFT calculation (the ωB97M-V functional and the def2-TZVPD basis) of 2 unconnected molecules or ions with the total composition C5H15NO.

Summary:
Multiplicity: 1
Charge: 0
Kohn-Sham gap: 10.2 eV
SMILES string: CC[C@@H](C)NC.O

Positions of all 22 atoms, in Å:
C -0.3656 1.4285 1.8010
N -0.8155 0.1608 1.1927
C 1.0789 0.2730 -2.1105
C 0.6208 0.4147 -0.6889
C -0.8593 0.1865 -0.3003
C -1.3614 -1.1798 -0.7534
H -0.9097 2.2681 1.3620
H 0.7125 1.4937 1.8803
H -0.7322 1.4062 2.8330
H -1.7207 -0.1168 1.5662
H 0.7940 -0.6447 -2.6252
H 2.1449 0.4972 -2.1522
H 0.6566 1.0683 -2.7417
H 1.1157 -0.2108 0.0524
H 0.8324 1.4410 -0.3816
H -1.4615 1.0216 -0.6887
H -2.2875 -1.4824 -0.2642
H -1.6019 -1.0432 -1.8135
H -0.6112 -1.9468 -0.5753
H 1.4252 -1.9923 0.7916
H 1.4327 -1.1665 2.0197
O 1.9129 -1.8765 1.5967

---

# 7
The following is a DFT calculation (the ωB97M-V functional and the def2-TZVPD basis) of 2 unconnected molecules or ions with the total composition CHClO3.

Summary:
Multiplicity: 1
Charge: 0
Kohn-Sham gap: 9.9 eV
SMILES string: O=C=O.OCl

Positions of all 6 atoms, in Å:
C 0.8004 -0.5800 -0.1191
O 3.4245 1.6581 -0.0174
O 0.5928 0.5177 -0.1532
O 1.2052 -1.5939 -0.2678
Cl 4.3675 0.3983 -0.0254
H 3.2187 2.5251 0.6670

---

# 8
The following is a DFT calculation (the ωB97M-V functional and the def2-TZVPD basis) of a molecular structure, C11H17AlCl3NO5P.

Summary:
Multiplicity: 1
Charge: -1
Kohn-Sham gap: 7.7 eV

Positions of all 39 atoms, in Å:
C -4.2879 0.7921 0.0373
C -4.3465 0.5395 -1.4773
O -4.1120 1.7362 -2.2206
C -3.3426 -0.5298 -1.9492
O -2.1490 0.0058 -2.4377
Al -0.7249 -0.2686 -1.4563
N 0.0169 -1.9650 -1.5725
O -0.9623 0.0980 0.2990
C -0.8395 1.4991 0.3615
C 0.3229 1.9381 -0.5733
P 0.1765 3.7576 -1.0924
O -1.2457 4.1708 -0.3800
Cl -0.3622 3.5343 -3.0722
O 0.4427 1.0590 -1.6369
H -5.1900 0.4196 0.5307
H -3.4217 0.3204 0.4997
H -4.2449 1.8672 0.2272
H -5.3522 0.1832 -1.7341
H -4.8354 2.3243 -2.0228
H -3.1758 -1.2176 -1.1060
H -3.8197 -1.1213 -2.7442
H -0.6471 -2.5800 -1.1037
H 0.7871 -1.8901 -0.9112
H -1.7487 1.9577 -0.0379
H -0.6691 1.8556 1.3825
H 1.2979 1.9772 -0.0554
H -1.2616 5.1222 -0.3019
Cl 1.5935 -1.3546 1.4710
C 3.2274 -1.7991 1.7992
C 4.1051 -2.1699 0.7892
Cl 3.5990 -2.1986 -0.8568
C 5.4127 -2.5186 1.1009
C 5.8514 -2.4970 2.4125
C 4.9782 -2.1211 3.4243
C 3.6753 -1.7747 3.1148
H 6.0824 -2.8051 0.3021
H 6.8724 -2.7709 2.6428
H 5.3108 -2.0964 4.4536
H 2.9866 -1.4795 3.8941

---

- What is the formula in the sixth record?
  C5H15NO